{"formula": "C29H39BGeN6O2S3SeZr", "method": "ωB97M-V with the def2-TZVPD basis set", "symbols": ["H", "C", "H", "H", "C", "N", "H", "H", "H", "H", "C", "H", "C", "H", "C", "O", "N", "H", "H", "C", "N", "H", "C", "N", "H", "C", "H", "C", "H", "H", "H", "B", "H", "C", "S", "O", "C", "C", "C", "H", "H", "H", "C", "C", "C", "H", "C", "H", "H", "H", "H", "H", "H", "H", "S", "C", "H", "N", "C", "C", "C", "H", "Zr", "C", "N", "H", "H", "H", "H", "C", "Se", "H", "H", "H", "C", "C", "C", "C", "Ge", "S", "C", "C", "H"], "xyz": [[-3.8410, 1.3933, -2.9496], [0.7884, 1.0974, 3.6599], [2.7579, 0.2286, -7.2852], [-1.8739, 1.7849, 2.3515], [-0.0878, -3.6638, 0.1386], [3.0943, -0.3713, 0.2891], [-2.1607, -1.2341, 2.8235], [0.3875, 3.3336, 6.2425], [4.3507, 3.0670, 4.3546], [4.4931, -0.0184, 1.8854], [0.6155, 1.7854, -4.2430], [-2.4675, -2.6375, -1.0920], [-2.4054, -3.6890, -0.8119], [2.5319, 0.9516, -1.2241], [-0.4327, -5.0665, -1.5350], [0.1246, 1.2161, -0.9953], [-2.5896, -0.4175, 0.9901], [-4.3933, -0.8006, 3.7923], [4.0015, 1.3399, 4.4044], [3.5581, -2.0105, 1.6614], [2.6819, -2.4792, 0.7187], [3.9672, 2.2180, 2.8589], [1.2697, 1.3808, -5.3906], [-1.0271, -4.1269, -0.7218], [-2.9037, -4.2729, -1.5807], [1.1483, 0.0750, -5.8696], [2.3077, 4.9828, 3.1310], [3.7324, 2.2798, 3.9226], [-6.0708, 2.0168, -2.0817], [1.8882, 2.0904, -5.9244], [-0.9813, -5.5904, -2.2977], [2.4042, -4.0352, 0.6374], [1.4105, 0.2225, 3.8499], [-4.1835, -0.4964, 2.7773], [-0.9475, 1.3313, -2.0712], [-1.5754, 2.6067, -2.0730], [-0.1859, 0.8679, -3.5775], [3.3040, 0.8503, -0.4702], [0.8563, -5.1684, -1.1362], [-1.4194, 2.5138, 0.7766], [1.9868, 4.0776, 6.3472], [-6.1155, 0.3550, 2.4066], [-0.3432, -0.4363, -4.0379], [-2.9234, -0.7441, 2.2318], [-4.8300, 0.5029, 0.6856], [1.3884, 4.0132, 1.9841], [-3.5393, 0.1820, 0.1999], [-2.9179, -3.8421, 0.1367], [0.2302, -1.8349, -5.5496], [1.1937, -0.1949, -7.9788], [-0.9964, -1.1211, -3.5163], [-0.1645, 0.9518, 4.1654], [1.7873, 2.3681, 6.7389], [3.2818, 1.7082, 0.1994], [-0.3546, -2.5101, 1.4045], [1.4648, 4.2979, 3.0330], [3.2850, -4.5118, -0.0143], [-1.9003, 0.1103, -1.5726], [0.3305, -0.8227, -5.1796], [-5.1308, 0.1359, 2.0123], [-4.1134, 1.1477, -1.9321], [-6.7187, 1.4294, 0.2321], [-0.5594, -0.4510, -0.0314], [1.4512, 3.1668, 6.0792], [1.0530, -4.3099, -0.0884], [2.3363, -4.4340, 1.7614], [2.1085, -1.4082, -7.0897], [1.6408, -5.8128, -1.4913], [4.2764, 0.8118, -0.9607], [-5.3796, 1.4972, -1.4326], [0.5070, 1.1836, 1.7291], [-0.8582, 3.2345, 2.2974], [0.5686, 4.8436, 3.3267], [3.9276, -2.6532, 2.4415], [2.3909, -1.4711, -0.1067], [3.8261, -0.7097, 1.3999], [-5.7415, 1.1749, -0.1566], [-3.2042, 0.4858, -1.1437], [1.8473, 2.7554, 4.2041], [1.3140, -1.4678, -1.4775], [1.8517, -0.3509, -7.1209], [-1.0977, 2.3011, 1.7954], [0.7130, 2.7963, -3.8663]], "lumo_ev": -6.3, "total_charge": 2, "fmax_ev_per_a": 2.91, "e_tot_ha": -7351.9929, "e_above_lowest_ev": 1.656, "orbital_gap_ev": 7.26, "homo_energy_ev": -13.593}